The following is a quantum chemistry calculation of C66H154CrF6N11O21S2 as an isolated structure in a non-equilibrium geometry, from the OMol25 dataset.

Structure (XYZ):
```
261
Properties=species:S:1:pos:R:3:lowdin_charge:R:1
Cr -0.832 2.751 2.313 0.98
C -2.277 -0.767 0.155 -0.60
F -2.269 -2.033 -0.106 0.22
F -1.812 -0.080 -0.895 0.12
F -3.536 -0.405 0.384 0.15
S -1.128 -0.361 1.763 0.77
O -2.003 0.157 2.795 -0.32
O -0.286 -1.497 2.159 -0.28
N -0.293 1.156 1.368 -0.35
S 0.946 0.477 0.461 0.67
O 2.194 0.424 1.188 -0.25
O 0.638 -0.693 -0.370 -0.27
C 1.215 1.870 -0.947 -0.54
F 1.615 2.996 -0.373 0.14
F 2.155 1.446 -1.765 0.17
F 0.015 2.118 -1.639 0.08
C -0.051 -9.022 2.814 -0.03
C 0.875 -8.179 1.927 -0.54
C 0.394 -8.336 0.472 -0.13
C 1.000 -7.382 -0.581 -0.17
C 0.652 -5.959 -0.125 -0.14
C 1.145 -5.674 1.336 -0.43
N 0.721 -6.762 2.275 -0.14
O 1.055 -6.517 3.572 -0.01
C 2.716 -5.539 1.252 -0.01
C 0.438 -4.352 1.712 -0.04
C 2.230 -8.720 2.177 -0.04
H -0.027 -10.078 2.544 0.10
H -1.031 -8.544 2.839 0.09
H 0.340 -8.976 3.830 0.08
H 0.667 -9.332 0.123 0.11
H -0.695 -8.366 0.432 0.12
H 0.466 -7.549 -1.516 0.11
H 2.052 -7.579 -0.791 0.11
H -0.414 -5.766 -0.241 0.11
H 1.157 -5.351 -0.876 0.11
H 3.048 -4.546 0.951 0.05
H 3.025 -5.698 2.285 0.08
H 3.234 -6.286 0.650 0.07
H 0.760 -3.527 1.076 0.07
H -0.646 -4.404 1.608 0.09
H 0.629 -4.126 2.761 0.05
H 3.062 -8.177 1.728 0.07
H 2.190 -9.673 1.650 0.09
H 2.512 -8.884 3.217 0.09
H 0.166 -6.403 3.914 0.10
C -6.984 0.633 0.141 -0.03
C -8.137 1.130 1.010 -0.46
C -9.479 0.840 0.325 -0.16
C -9.942 -0.589 0.332 -0.18
C -9.795 -1.226 1.735 -0.10
C -8.380 -1.057 2.451 -0.47
N -8.057 0.366 2.338 -0.12
O -7.158 0.875 3.298 -0.03
C -8.591 -1.434 3.942 -0.03
C -7.318 -1.942 1.768 -0.03
C -8.104 2.660 1.202 -0.02
H -7.208 -0.234 -0.480 0.09
H -6.027 0.570 0.660 0.06
H -6.745 1.434 -0.558 0.06
H -10.315 1.420 0.713 0.13
H -9.337 1.099 -0.725 0.12
H -9.315 -1.162 -0.351 0.10
H -10.939 -0.709 -0.092 0.12
H -9.892 -2.312 1.723 0.12
H -10.563 -0.822 2.394 0.11
H -8.708 -2.508 4.088 0.09
H -7.741 -1.070 4.519 0.07
H -9.455 -0.944 4.390 0.09
H -7.154 -2.895 2.270 0.08
H -7.671 -2.269 0.790 0.08
H -6.332 -1.492 1.653 0.05
H -8.390 3.098 0.245 0.09
H -7.065 2.880 1.447 0.06
H -8.780 2.974 1.997 0.09
H -7.701 0.826 4.088 0.09
C 7.194 -4.537 -1.633 -0.14
O 7.111 -3.186 -1.318 -0.20
C 8.356 -2.545 -1.742 -0.18
C 8.128 -1.053 -1.566 -0.21
N 7.024 -0.488 -2.336 -0.04
C 6.718 0.925 -2.075 -0.17
C 5.690 1.472 -3.073 -0.19
O 5.543 2.851 -2.717 -0.22
C 4.744 3.645 -3.608 -0.09
H 6.247 -5.018 -1.385 0.09
H 8.065 -5.080 -1.265 0.09
H 7.130 -4.708 -2.707 0.08
H 8.598 -2.598 -2.803 0.12
H 9.232 -2.878 -1.185 0.13
H 9.059 -0.605 -1.913 0.12
H 8.018 -0.848 -0.501 0.11
H 6.170 -1.025 -2.298 0.06
H 7.621 1.526 -2.189 0.12
H 6.359 1.138 -1.068 0.10
H 4.705 1.008 -3.057 0.10
H 6.071 1.459 -4.094 0.13
H 5.164 3.983 -4.555 0.09
H 4.526 4.605 -3.139 0.07
H 3.819 3.087 -3.750 0.06
C 2.990 1.241 6.679 -0.07
O 1.947 1.631 5.787 -0.22
C 0.796 0.876 6.026 -0.19
C -0.108 0.795 4.760 -0.13
N -0.507 2.192 4.382 -0.08
C -1.438 2.727 5.301 -0.19
C -1.658 4.190 4.980 -0.16
O -1.899 4.218 3.574 -0.28
C -2.774 5.352 3.372 -0.03
H 3.138 0.188 6.920 0.11
H 3.060 1.981 7.477 0.10
H 3.919 1.524 6.185 0.08
H 0.253 1.304 6.868 0.13
H 1.074 -0.170 6.160 0.11
H -1.019 0.255 5.017 0.11
H 0.432 0.297 3.955 0.10
H 0.286 2.636 4.823 0.09
H -1.128 2.756 6.346 0.15
H -2.392 2.201 5.249 0.13
H -0.775 4.773 5.245 0.14
H -2.519 4.400 5.614 0.15
H -3.048 5.435 2.321 0.08
H -2.306 6.263 3.744 0.12
H -3.740 5.237 3.865 0.11
C -3.104 2.476 -7.769 -0.09
O -1.810 2.225 -7.271 -0.23
C -1.020 3.348 -7.224 -0.22
C 0.349 3.040 -6.524 -0.17
N 0.183 1.973 -5.533 -0.05
C 1.467 1.272 -5.217 -0.14
C 1.279 -0.145 -4.534 -0.13
O 0.386 -0.937 -5.358 -0.24
C 0.215 -2.273 -5.033 -0.11
H -3.712 1.580 -7.896 0.10
H -3.074 2.892 -8.776 0.10
H -3.717 3.119 -7.138 0.09
H -1.512 4.218 -6.788 0.12
H -0.724 3.640 -8.232 0.12
H 0.681 3.935 -5.997 0.11
H 0.976 2.680 -7.339 0.11
H -0.391 1.322 -6.050 0.06
H 1.966 2.011 -4.590 0.09
H 2.095 1.036 -6.076 0.09
H 0.966 -0.064 -3.493 0.10
H 2.287 -0.542 -4.657 0.10
H -0.535 -2.728 -5.680 0.10
H 0.022 -2.502 -3.985 0.09
H 1.149 -2.718 -5.376 0.09
C 4.325 -2.077 -0.016 -0.06
O 4.528 -1.711 -1.406 -0.23
C 3.630 -2.316 -2.338 -0.16
C 4.244 -2.196 -3.742 -0.22
N 5.476 -2.899 -4.029 -0.03
C 6.299 -2.247 -5.120 -0.15
C 5.681 -2.096 -6.583 -0.16
O 4.707 -1.012 -6.600 -0.24
C 3.914 -0.843 -7.788 -0.09
H 3.370 -1.667 0.312 0.06
H 5.068 -1.632 0.646 0.09
H 4.444 -3.154 0.104 0.07
H 2.708 -1.734 -2.324 0.10
H 3.386 -3.348 -2.087 0.12
H 4.496 -1.148 -3.905 0.09
H 3.548 -2.357 -4.565 0.10
H 6.075 -2.824 -3.220 0.05
H 7.323 -2.604 -5.226 0.11
H 6.470 -1.225 -4.780 0.08
H 5.206 -3.055 -6.785 0.11
H 6.412 -1.910 -7.371 0.12
H 3.472 -1.764 -8.169 0.09
H 4.542 -0.386 -8.553 0.09
H 3.063 -0.195 -7.577 0.06
C -4.321 -2.086 3.168 -0.08
O -2.952 -2.513 3.492 -0.21
C -2.777 -2.490 4.914 -0.20
C -1.368 -3.059 5.238 -0.15
N -0.198 -2.246 4.760 -0.05
C 1.083 -2.867 5.179 -0.16
C 2.384 -2.292 4.440 -0.14
O 2.571 -0.881 4.518 -0.22
C 3.826 -0.410 4.123 -0.11
H -4.550 -1.119 3.614 0.08
H -5.098 -2.780 3.488 0.09
H -4.335 -1.938 2.088 0.06
H -3.548 -3.000 5.491 0.12
H -2.843 -1.431 5.164 0.10
H -1.288 -4.061 4.815 0.11
H -1.262 -3.132 6.321 0.12
H -0.268 -2.272 3.752 0.03
H 1.057 -3.938 4.981 0.09
H 1.196 -2.837 6.263 0.11
H 2.302 -2.498 3.373 0.11
H 3.294 -2.810 4.741 0.13
H 4.215 -0.984 3.282 0.09
H 4.650 -0.419 4.836 0.09
H 3.719 0.645 3.871 0.07
C -4.068 2.194 2.813 -0.05
O -2.933 2.615 2.088 -0.31
C -3.365 2.927 0.730 -0.12
C -2.171 3.225 -0.176 -0.18
N -1.104 3.935 0.540 -0.06
C -1.412 5.393 0.355 -0.09
C -0.914 5.824 -1.133 -0.16
O 0.207 5.066 -1.408 -0.23
C 0.568 4.915 -2.755 -0.07
H -4.861 2.941 2.835 0.11
H -3.725 1.761 3.752 0.09
H -4.482 1.316 2.316 0.08
H -4.075 3.752 0.783 0.14
H -3.915 2.090 0.300 0.12
H -2.416 3.720 -1.116 0.14
H -1.857 2.269 -0.595 0.09
H -0.496 3.929 -0.267 0.06
H -0.910 6.129 0.984 0.11
H -2.490 5.548 0.399 0.11
H -0.771 6.904 -1.154 0.13
H -1.669 5.629 -1.894 0.12
H 0.736 5.815 -3.346 0.10
H -0.156 4.308 -3.298 0.09
H 1.556 4.461 -2.828 0.09
C 3.001 6.600 0.149 -0.03
O 1.992 5.814 0.871 -0.19
C 1.865 6.176 2.226 -0.23
C 0.948 5.277 3.012 -0.16
N 1.080 3.832 2.636 -0.04
C 2.241 3.270 3.400 -0.14
C 3.621 3.451 2.700 -0.18
O 3.490 2.916 1.425 -0.22
C 4.612 3.013 0.594 -0.06
H 2.614 7.498 -0.333 0.09
H 3.574 6.030 -0.582 0.08
H 3.771 6.975 0.824 0.09
H 1.460 7.188 2.248 0.14
H 2.814 6.300 2.747 0.12
H -0.038 5.736 2.932 0.09
H 1.154 5.407 4.074 0.13
H 1.699 4.028 1.863 0.07
H 2.159 2.221 3.685 0.10
H 2.281 3.725 4.390 0.12
H 4.300 2.901 3.350 0.13
H 3.939 4.489 2.603 0.12
H 4.832 4.056 0.369 0.10
H 4.151 2.662 -0.329 0.07
H 5.447 2.330 0.745 0.10
C -2.979 -1.140 -3.660 -0.02
C -2.942 0.151 -4.552 -0.40
C -2.407 1.380 -3.815 -0.15
O -3.222 1.782 -2.677 -0.24
C -4.528 2.283 -2.922 -0.09
N -2.199 -0.178 -5.749 0.07
H -3.407 -0.838 -2.704 0.05
H -1.959 -1.434 -3.415 0.06
H -3.576 -1.972 -4.033 0.09
H -3.948 0.386 -4.899 0.12
H -2.295 2.274 -4.428 0.12
H -1.458 0.997 -3.441 0.10
H -5.063 2.374 -1.976 0.07
H -5.099 1.532 -3.468 0.08
H -4.584 3.162 -3.564 0.09
H -1.228 -0.347 -5.530 0.02
H -2.281 0.558 -6.435 0.04
```

- 2S+1: 4
- Charge: +2
- Kohn-Sham gap (alpha / beta): 4.3 / 5.1 eV
- Highest occupied orbital energy (alpha / beta): -10.73 / -10.73 eV